{
  "formula": "C46H62N5O5Ti",
  "method": "the ωB97M-V functional and the def2-TZVPD basis",
  "max_force_ha_per_bohr": 0.00949,
  "e_tot_ha": -3289.45565,
  "total_charge": 1,
  "gap_ha": 0.2076,
  "elements": ["Ti", "C", "C", "C", "C", "C", "C", "C", "N", "C", "C", "C", "C", "C", "C", "C", "C", "C", "C", "N", "C", "C", "C", "N", "C", "C", "C", "C", "C", "C", "C", "C", "C", "C", "C", "C", "C", "C", "N", "C", "C", "H", "H", "H", "H", "H", "H", "H", "H", "H", "H", "H", "H", "H", "H", "H", "H", "H", "H", "H", "H", "H", "H", "H", "H", "H", "H", "H", "H", "H", "H", "H", "H", "H", "H", "H", "H", "H", "H", "H", "H", "H", "H", "H", "H", "C", "O", "C", "C", "O", "C", "C", "O", "C", "H", "H", "H", "H", "H", "H", "H", "H", "H", "H", "H", "H", "H", "H", "O", "C", "C", "C", "C", "O", "N", "H", "H", "H", "H"],
  "xyz": [[-0.139233, 0.156289, 0.091477], [6.031206, -0.142100, -1.543401], [4.973757, 0.740799, -2.211003], [3.590433, 0.188512, -2.071112], [2.942624, -0.692013, -2.885840], [3.439203, -1.337206, -4.141048], [3.849907, -2.797548, -3.932832], [1.650757, -0.920094, -2.301210], [1.527887, -0.247368, -1.103775], [2.720514, 0.422261, -0.956357], [3.100268, 1.057947, 0.208270], [2.459669, 0.852789, 1.408070], [3.069917, 1.058665, 2.687989], [4.363843, 1.770899, 2.928965], [5.568059, 0.826353, 2.881542], [2.319666, 0.369553, 3.590719], [1.211481, -0.189548, 2.875546], [0.190158, -0.889264, 3.464662], [-0.978041, -1.214324, 2.821193], [-1.175636, -0.987968, 1.474501], [-2.513923, -1.245905, 1.260415], [-3.111966, -1.327482, 0.020424], [-2.393987, -1.387387, -1.157459], [-1.042809, -1.147803, -1.226109], [-0.654023, -1.652624, -2.443392], [0.629895, -1.598430, -2.922085], [-1.783929, -2.177281, -3.164107], [-2.882121, -1.970513, -2.377470], [-4.338870, -2.299258, -2.552799], [-4.819347, -2.638610, -3.957873], [-1.643919, -2.846383, -4.498409], [-1.320216, -4.336429, -4.369748], [-3.162532, -1.606309, 2.485943], [-2.199650, -1.651622, 3.451512], [-2.458247, -2.098601, 4.866368], [-1.603423, -1.541442, 6.003265], [-4.609441, -1.969682, 2.599048], [-4.858496, -3.465362, 2.386754], [1.277938, 0.142388, 1.540808], [2.518233, 0.283851, 5.070725], [1.719516, 1.367969, 5.801712], [7.016271, 0.322717, -1.586418], [6.093475, -1.111976, -2.038812], [5.785679, -0.326936, -0.495815], [5.207585, 0.848618, -3.271782], [5.011234, 1.750865, -1.795836], [4.288473, -0.767614, -4.522485], [2.670004, -1.278349, -4.916127], [4.635059, -2.876821, -3.179615], [4.221878, -3.233201, -4.860164], [3.006299, -3.399254, -3.589627], [4.052478, 1.571721, 0.224172], [4.319935, 2.265265, 3.902245], [4.492132, 2.570414, 2.195191], [5.483467, 0.047397, 3.640358], [6.498046, 1.368834, 3.052605], [5.636428, 0.329907, 1.911629], [0.273921, -1.084871, 4.518416], [-4.169266, -1.547977, -0.015418], [0.837325, -2.049110, -3.881770], [-4.918758, -1.446328, -2.187743], [-4.587783, -3.126679, -1.879795], [-4.578387, -1.846612, -4.668570], [-5.902388, -2.758703, -3.953893], [-4.390337, -3.570851, -4.325345], [-0.860860, -2.343840, -5.070022], [-2.552470, -2.714660, -5.078672], [-0.394348, -4.492120, -3.812933], [-1.208471, -4.797719, -5.350945], [-2.113768, -4.861619, -3.835275], [-2.419185, -3.192161, 4.895256], [-3.499996, -1.849099, 5.079064], [-0.603797, -1.975305, 6.028901], [-2.072931, -1.785678, 6.955824], [-1.512733, -0.455070, 5.948007], [-5.192933, -1.387569, 1.882060], [-4.977174, -1.677530, 3.584427], [-4.500468, -3.789164, 1.407487], [-5.921289, -3.697946, 2.455544], [-4.333106, -4.056470, 3.138239], [3.581254, 0.379441, 5.299429], [2.223795, -0.703492, 5.433477], [2.072772, 2.362528, 5.522417], [1.814510, 1.266039, 6.882880], [0.660590, 1.313236, 5.539525], [1.103674, 4.013525, 2.425132], [0.548871, 3.491883, 1.231974], [1.017842, 4.187738, 0.105736], [0.289708, 3.769966, -1.140827], [0.576710, 2.421047, -1.521739], [0.778406, 2.292560, -2.932579], [-0.475991, 2.282096, -3.760275], [-1.105487, 1.026847, -3.663753], [-2.366591, 1.005120, -4.303626], [0.754391, 3.393695, 3.246368], [0.782427, 5.049642, 2.579185], [2.198918, 3.992034, 2.388845], [2.099586, 4.032091, -0.016762], [0.851708, 5.266977, 0.234713], [0.640727, 4.439304, -1.931456], [-0.788377, 3.911729, -1.041743], [1.348780, 1.385453, -3.105587], [1.396690, 3.133910, -3.263614], [-0.169996, 2.474709, -4.801115], [-1.154551, 3.089953, -3.459189], [-2.251936, 0.926627, -5.391123], [-2.943625, 1.903355, -4.068043], [-2.915410, 0.140104, -3.935006], [-1.071797, 1.682684, 2.727368], [-1.805185, 1.931925, 1.804357], [-3.138132, 2.641006, 1.916527], [-3.499161, 2.979283, 0.480019], [-2.496232, 2.209397, -0.361901], [-2.507696, 2.154244, -1.568323], [-1.558048, 1.580903, 0.461372], [-3.042499, 3.487660, 2.592741], [-3.838051, 1.933617, 2.365730], [-3.395680, 4.038775, 0.243617], [-4.501270, 2.678166, 0.179007]],
  "forces_ev_per_a": [[-0.18, -0.44, 0.09], [0.01, -0.04, 0.02], [0.00, 0.03, -0.04], [0.05, 0.02, -0.02], [0.00, -0.04, -0.05], [0.00, 0.04, -0.03], [-0.01, -0.02, 0.03], [0.02, 0.07, 0.12], [0.09, 0.08, -0.25], [-0.06, -0.05, 0.07], [0.02, 0.04, -0.01], [-0.06, -0.03, 0.00], [0.07, 0.04, -0.03], [-0.02, 0.06, 0.01], [0.01, -0.03, -0.02], [-0.02, 0.01, 0.08], [0.02, 0.16, -0.10], [-0.03, -0.05, 0.07], [-0.01, -0.02, -0.03], [-0.15, 0.17, -0.07], [0.04, -0.02, -0.05], [0.05, 0.01, -0.01], [-0.02, 0.05, 0.09], [0.04, 0.31, 0.15], [-0.07, 0.09, -0.02], [-0.03, -0.06, -0.06], [-0.01, -0.09, 0.03], [-0.02, -0.04, -0.04], [0.00, 0.01, 0.02], [0.00, -0.02, -0.04], [-0.02, 0.06, -0.03], [0.00, -0.02, 0.03], [-0.03, -0.01, 0.00], [-0.02, 0.00, 0.05], [-0.02, 0.00, -0.02], [0.01, 0.04, 0.01], [-0.01, 0.02, 0.04], [0.01, -0.03, -0.01], [0.14, 0.09, 0.02], [0.01, -0.03, 0.00], [-0.02, 0.02, 0.00], [-0.01, 0.00, -0.01], [-0.01, 0.01, 0.00], [0.00, 0.02, -0.01], [0.01, 0.00, 0.00], [0.00, -0.01, 0.03], [0.01, -0.01, 0.02], [0.00, -0.01, 0.01], [0.00, 0.01, -0.01], [0.00, 0.01, 0.01], [0.01, 0.01, 0.00], [-0.02, 0.00, -0.01], [0.01, -0.02, 0.00], [-0.01, 0.00, 0.00], [-0.01, 0.01, 0.00], [-0.02, 0.00, 0.00], [0.00, 0.01, 0.01], [-0.02, 0.00, 0.00], [0.01, 0.00, -0.01], [0.00, 0.00, 0.00], [0.01, 0.02, -0.01], [0.01, -0.02, -0.01], [-0.01, 0.00, 0.02], [0.01, 0.00, 0.01], [0.00, 0.01, 0.02], [0.01, -0.01, 0.01], [-0.02, -0.01, 0.00], [0.00, 0.01, 0.00], [0.00, 0.01, 0.00], [0.00, 0.01, -0.01], [0.04, 0.00, -0.01], [0.00, -0.02, 0.01], [-0.02, -0.01, 0.01], [0.00, 0.00, -0.01], [0.00, -0.01, -0.02], [0.00, -0.02, -0.01], [0.00, 0.00, 0.01], [-0.01, 0.02, 0.01], [0.01, 0.01, 0.00], [-0.01, 0.01, 0.00], [-0.01, 0.03, 0.01], [-0.01, 0.00, -0.01], [0.00, -0.02, 0.00], [0.01, 0.00, -0.01], [0.02, -0.01, 0.01], [-0.01, -0.06, -0.03], [0.01, 0.01, -0.01], [0.05, 0.03, 0.07], [0.00, -0.07, -0.16], [-0.06, 0.01, 0.26], [0.16, 0.20, 0.07], [-0.05, -0.11, -0.29], [0.04, 0.01, 0.00], [-0.01, 0.11, -0.04], [-0.03, -0.03, 0.00], [0.00, 0.00, 0.01], [0.03, -0.02, 0.01], [0.00, -0.04, -0.02], [0.02, 0.01, -0.02], [-0.08, 0.02, -0.05], [0.03, 0.00, 0.06], [-0.05, -0.11, 0.06], [0.05, -0.03, -0.01], [-0.08, 0.01, 0.00], [-0.02, -0.08, 0.05], [0.00, 0.02, -0.01], [0.02, -0.02, 0.02], [0.07, 0.02, -0.04], [0.00, -0.10, 0.03], [-0.10, -0.03, -0.29], [0.06, 0.04, -0.05], [-0.01, -0.02, -0.02], [0.11, -0.25, 0.02], [-0.08, -0.03, 0.16], [0.18, 0.02, 0.19], [-0.02, 0.03, -0.03], [-0.01, 0.01, 0.02], [0.01, 0.02, 0.02], [-0.01, 0.02, 0.01]],
  "mulliken_charge": [-0.94, -1.15, -1.37, 0.60, 0.26, -1.23, -1.17, 0.11, 0.68, 0.48, -1.34, -0.40, 1.16, -1.44, -1.06, 0.60, -0.01, -0.58, 0.23, 0.86, 0.26, -1.69, -0.28, 0.80, -0.01, -1.00, 0.89, 0.62, -0.44, -1.70, -1.59, -1.44, 0.55, 0.16, -0.31, -1.56, -1.51, -1.22, 1.16, -1.21, -1.09, 0.41, 0.26, 0.21, 0.53, 0.44, 0.41, 0.37, 0.26, 0.45, 0.23, 0.63, 0.55, 0.44, 0.32, 0.44, 0.07, 0.04, 0.62, 0.62, 0.40, 0.49, 0.33, 0.47, 0.33, 0.43, 0.54, 0.30, 0.44, 0.33, 0.36, 0.33, 0.36, 0.48, 0.33, 0.41, 0.55, 0.27, 0.45, 0.30, 0.42, 0.51, 0.31, 0.43, 0.22, -0.95, -0.07, -1.00, -0.99, 0.56, -0.35, -0.86, 0.00, -0.72, 0.12, 0.41, 0.29, 0.27, 0.63, 0.75, 0.12, -0.32, 0.61, 0.58, 0.34, 0.24, 0.41, 0.02, -0.25, -0.64, -1.00, -0.66, -0.90, -0.38, 2.64, 0.44, 0.24, 0.30, 0.32]
}